(1)
2 unconnected molecules or ions with the total composition C7H7ClO in a non-equilibrium geometry. Source: the OMol25 dataset; level of theory: the ωB97M-V functional and the def2-TZVPD basis.

Results
E_tot   -21935.341 eV
Energy relative to the best compared isomer or geometry (same formula, charge and spin)   122.3 kcal/mol
Highest occupied orbital energy (alpha / beta)   -8.309 / -8.686 eV
E_LUMO (alpha / beta)   -0.605 / -0.291 eV

```
! RIJCOSX wB97M-V def2-TZVPD def2/J DEFGRID3
* xyz 0 1
C 2.200 -1.992 -1.195
C 1.646 -0.718 -0.882
C 1.091 -2.817 -1.094
C 0.356 -0.930 -0.565
C -2.126 1.864 0.544
C -1.349 1.518 1.843
C -0.727 1.482 0.466
O -0.009 -2.187 -0.734
Cl 0.418 2.436 -0.302
H 3.311 -2.356 -1.412
H 2.147 0.237 -0.781
H 1.052 -3.854 -1.361
H -2.986 1.370 0.241
H -2.331 2.949 0.478
H -0.953 2.320 2.444
H -1.740 0.676 2.311
*
```

***

(2)
A gas-phase ion, C7H7ClO2PS (charge +1) in a non-equilibrium geometry. Source: the OMol25 dataset; level of theory: the ωB97M-V functional and the def2-TZVPD basis.

Results
E_tot   -44108.668 eV
Energy relative to the best compared isomer or geometry (same formula, charge and spin)   0.0 kcal/mol
Highest occupied orbital energy   -13.284 eV
E_LUMO   -3.808 eV

```
! RIJCOSX wB97M-V def2-TZVPD def2/J DEFGRID3
* xyz 1 1
C 1.998 0.770 0.046
C 1.420 1.914 -0.485
C 1.207 -0.256 0.527
C 0.043 2.038 -0.507
C -0.188 -0.162 0.478
C -0.745 1.009 -0.015
C -0.962 -1.342 0.924
O -2.135 1.247 -0.008
O -2.643 -0.992 1.082
P -3.161 0.064 0.079
S -3.310 -0.705 -1.853
Cl -4.792 0.813 0.808
H 3.071 0.674 0.086
H 2.036 2.708 -0.879
H 1.656 -1.145 0.940
H -0.438 2.922 -0.892
H -0.980 -2.167 0.216
H -0.766 -1.671 1.941
H -4.168 -1.673 -1.528
*
```

***

(3)
A single C7H7F2I molecule in a non-equilibrium geometry. Source: the OMol25 dataset; level of theory: the ωB97M-V functional and the def2-TZVPD basis.

Results
E_tot   -20905.972 eV
Energy relative to the best compared isomer or geometry (same formula, charge and spin)   6.9 kcal/mol
SMILES string   FC(F)[C@]1(I)C=CC=CC1
Highest occupied orbital energy   -8.793 eV
E_LUMO   0.002 eV

```
! RIJCOSX wB97M-V def2-TZVPD def2/J DEFGRID3
* xyz 0 1
F 0.099 -2.637 -0.780
C -0.921 -2.037 -0.199
F -1.939 -2.248 -1.041
C -0.633 -0.335 -0.092
I -2.468 0.529 0.516
C -0.065 0.340 -1.222
C 0.614 1.502 -1.117
C 1.040 1.884 0.173
C 1.013 1.051 1.201
C 0.402 -0.305 0.995
H -1.005 -2.704 0.684
H -0.547 0.136 -2.231
H 0.789 2.113 -2.065
H 1.337 2.962 0.273
H 1.171 1.426 2.246
H 1.173 -1.005 0.826
H -0.059 -0.671 1.831
*
```

***

(4)
A single C7H7F3N2O2S molecule in a non-equilibrium geometry. Source: the OMol25 dataset; level of theory: the ωB97M-V functional and the def2-TZVPD basis.

Results
E_tot   -33434.354 eV
Energy relative to the best compared isomer or geometry (same formula, charge and spin)   0.0 kcal/mol
SMILES string   C[C@H]1SC[C@@](C#N)(C(=O)O)N1C(F)(F)F
Highest occupied orbital energy   -9.665 eV
E_LUMO   0.428 eV

```
! RIJCOSX wB97M-V def2-TZVPD def2/J DEFGRID3
* xyz 0 1
C -1.325 -1.995 0.043
C -1.191 -0.580 0.667
S -0.287 -0.538 2.298
C 0.906 0.655 1.721
C 0.863 0.494 0.143
C 1.461 1.637 -0.475
N 1.772 2.594 -0.986
C 1.887 -0.585 -0.284
O 2.939 -0.770 0.232
O 1.563 -1.080 -1.532
N -0.481 0.273 -0.220
C -1.112 1.187 -1.037
F -0.584 1.109 -2.233
F -1.159 2.460 -0.646
F -2.440 0.928 -1.218
H -0.501 -2.656 0.500
H -1.312 -1.954 -0.970
H -2.151 -2.414 0.583
H -2.118 -0.035 0.970
H 1.840 0.444 2.165
H 0.736 1.652 2.053
H 0.695 -0.828 -1.773
*
```

***

Q: Which formula does entry 4 have?
A: C7H7F3N2O2S

***

Q: energy relative to the best compared isomer or geometry (same formula, charge and spin) of number 1 (C7H7ClO)?
A: 122.3 kcal/mol

***

What did the second record say?
A gas-phase ion, C7H7ClO2PS (charge +1) in a non-equilibrium geometry. Source: the OMol25 dataset; level of theory: the ωB97M-V functional and the def2-TZVPD basis.

Results
E_tot   -44108.668 eV
Energy relative to the best compared isomer or geometry (same formula, charge and spin)   0.0 kcal/mol
Highest occupied orbital energy   -13.284 eV
E_LUMO   -3.808 eV

```
! RIJCOSX wB97M-V def2-TZVPD def2/J DEFGRID3
* xyz 1 1
C 1.998 0.770 0.046
C 1.420 1.914 -0.485
C 1.207 -0.256 0.527
C 0.043 2.038 -0.507
C -0.188 -0.162 0.478
C -0.745 1.009 -0.015
C -0.962 -1.342 0.924
O -2.135 1.247 -0.008
O -2.643 -0.992 1.082
P -3.161 0.064 0.079
S -3.310 -0.705 -1.853
Cl -4.792 0.813 0.808
H 3.071 0.674 0.086
H 2.036 2.708 -0.879
H 1.656 -1.145 0.940
H -0.438 2.922 -0.892
H -0.980 -2.167 0.216
H -0.766 -1.671 1.941
H -4.168 -1.673 -1.528
*
```